The following is a DFT calculation (ωB97M-V with the def2-TZVPD basis set) of C5H6O in the gas phase.

Positions of all 12 atoms, in Å:
C1 -1.948039 -0.760552 1.472502
C2 -1.265703 0.075360 0.938872
C3 -0.343767 0.983227 0.250409
C4 0.938643 0.232582 -0.052326
C5 1.018121 -0.631815 -1.223791
O1 1.669452 0.634754 -1.195609
H1 -2.549724 -1.505776 1.943141
H2 -0.136891 1.868822 0.863087
H3 -0.778387 1.335429 -0.692660
H4 1.547383 -0.014578 0.818676
H5 0.156669 -0.699509 -1.888807
H6 1.673100 -1.501497 -1.214268

Force components x, y, z for each atom (eV/Å):
0.25 0.33 -0.19
-0.30 -0.37 0.22
0.03 0.04 -0.04
-0.05 -0.07 0.20
-0.10 -0.29 -0.08
0.11 0.20 -0.08
0.06 0.16 -0.06
-0.04 -0.15 -0.07
0.04 -0.09 0.14
-0.07 0.04 -0.14
0.13 0.04 0.10
-0.05 0.16 -0.01

For the orbital gap, the calculation gives 11.183 eV. As for the structure (SMILES): C#CC[C@H]1CO1. Its charge is 0. As for the electronic energy: -269.2452 a.u.

Here are the Löwdin charges for atoms 1 to 8, given in e: C 0.1132; C -0.1406; C -0.1586; C -0.3227; C -0.1120; O -0.0365; H 0.0243; H 0.1231



The following is a DFT calculation (ωB97M-V with the def2-TZVPD basis set) of a molecular structure, C5H6O in a non-equilibrium geometry.

Positions of all 12 atoms, in Å:
C1 1.365206 0.118698 -0.449264
C2 0.321515 -0.827879 -0.037096
C3 0.461611 0.507216 0.701403
C4 -1.012116 0.665269 0.341703
O1 -1.222245 0.936065 -1.010158
C5 -1.081932 -0.441288 -0.602798
H1 1.278564 0.587896 -1.423353
H2 2.374549 -0.140989 -0.141381
H3 0.390433 -1.759348 0.505300
H4 0.848106 0.738728 1.692633
H5 -1.746723 0.658574 1.130361
H6 -1.976972 -1.042941 -0.707351

Force components x, y, z for each atom (eV/Å):
0.10 0.04 -0.20
0.37 -0.58 -0.24
-0.18 -0.20 0.24
-0.50 0.33 0.37
0.24 -0.04 -0.32
-0.18 -0.12 1.01
0.03 0.06 0.11
-0.15 0.20 0.01
0.37 -0.24 -0.47
-0.10 -0.37 -0.31
-0.39 1.08 -0.06
0.39 -0.17 -0.15

For the orbital gap, the calculation gives 9.578 eV. Its charge is 0. As for the electronic energy: -269.1955 a.u.

Here are the Löwdin charges for atoms 1 to 8, given in e: C -0.0712; C -0.1696; C -0.1357; C -0.2649; O 0.0293; C -0.1659; H 0.1119; H 0.1111



The following is a DFT calculation (ωB97M-V with the def2-TZVPD basis set) of a molecular structure, C5H6O2.

Positions of all 13 atoms, in Å:
C1 -1.380950 -1.246574 -0.001221
C2 -0.546742 -0.229783 0.722285
O1 1.126479 -0.784452 0.148766
C3 1.875501 0.042234 -0.424842
O2 2.969837 0.043163 -0.915282
C4 -0.642124 1.117781 0.401258
C5 0.132762 1.926965 -0.173025
H1 -1.438841 -1.012238 -1.067025
H2 -2.389135 -1.225135 0.419572
H3 -0.963584 -2.247742 0.129947
H4 -0.333634 -0.460028 1.765086
H5 1.259775 1.155414 -0.470251
H6 0.330660 2.920389 -0.535262

Force components x, y, z for each atom (eV/Å):
0.07 0.01 -0.05
0.05 -0.14 -0.02
0.21 0.35 -0.20
-0.26 -0.15 0.19
-0.21 0.00 0.07
0.58 0.27 -0.33
-0.65 -0.30 0.37
-0.01 -0.01 0.15
0.03 -0.02 -0.04
-0.05 0.18 0.02
-0.04 0.07 -0.14
0.20 -0.11 -0.04
0.07 -0.15 0.01

For the orbital gap, the calculation gives 9.030 eV. Its charge is 0. As for the electronic energy: -344.4522 a.u.

Here are the Löwdin charges for atoms 1 to 8, given in e: C -0.0521; C -0.2018; O 0.0412; C -0.4489; O 0.0939; C -0.0866; C 0.0795; H 0.0950



Number 1: LUMO 1.06 eV. Number 2: LUMO 1.14 eV. Number 3: LUMO -0.11 eV.